ORCA calculation (ωB97M-V/def2-TZVPD) on a molecular structure, C32H54As2CuN2SbSi3.

Geometry as XYZ:
```
95
Properties=species:S:1:pos:R:3:forces:R:3
Cu 0.785 0.720 -0.079 -0.4 0.2 -0.3
C -1.898 2.116 1.335 0.1 -0.1 0.0
Sb -2.365 0.636 -0.166 0.2 0.0 0.1
C -0.664 0.967 -1.479 -0.1 0.1 -0.1
C -0.683 0.068 -2.678 0.0 0.0 0.1
C -1.771 0.094 -3.562 -0.1 -0.1 0.0
C -1.759 -0.698 -4.691 0.0 -0.1 0.0
C -0.667 -1.524 -4.924 0.0 0.0 0.0
C 0.361 -1.493 -4.004 0.0 0.0 0.0
N 0.370 -0.719 -2.918 0.1 0.0 0.0
Si -0.467 2.756 -2.139 0.0 0.0 0.1
C -0.503 4.124 -0.857 0.1 0.0 0.0
C 1.175 2.866 -3.028 0.0 0.0 0.1
C -1.834 3.171 -3.355 0.0 0.0 0.0
C -2.128 -1.202 1.071 0.0 0.1 0.0
C -0.762 -1.575 1.577 -0.1 0.0 -0.1
C -0.650 -2.709 2.401 0.0 0.0 0.0
C 0.561 -3.110 2.910 0.1 0.1 0.0
C 1.693 -2.367 2.590 -0.1 -0.1 0.0
C 1.520 -1.274 1.779 0.1 0.0 0.0
N 0.338 -0.872 1.274 0.1 0.0 0.0
Si -2.836 -2.643 -0.004 0.1 0.0 0.0
C -2.797 -4.342 0.794 0.0 0.0 0.0
C -4.608 -2.269 -0.481 0.1 0.0 0.0
C -1.790 -2.832 -1.542 0.0 0.0 0.0
Si -3.258 -0.880 2.621 0.0 0.0 0.0
C -4.727 0.217 2.212 0.1 0.0 -0.1
C -4.050 -2.421 3.344 0.0 0.1 0.0
C -2.199 -0.164 3.995 0.0 0.0 -0.1
H -2.110 3.097 0.925 0.0 0.0 0.0
H -0.855 2.067 1.649 -0.1 0.0 0.0
H -2.538 1.965 2.198 0.0 0.0 0.0
H -2.618 0.733 -3.353 0.0 -0.1 0.0
H -2.595 -0.679 -5.377 0.0 0.0 0.0
H -0.614 -2.168 -5.788 0.0 0.0 0.0
H 1.236 -2.122 -4.140 0.0 0.0 0.0
H 0.013 3.884 0.069 0.0 0.0 0.1
H -1.514 4.445 -0.614 -0.1 0.0 0.0
H 0.000 4.983 -1.308 0.0 0.0 0.0
H 2.008 2.829 -2.323 0.0 0.0 0.0
H 1.234 3.817 -3.560 0.0 0.0 0.0
H 1.304 2.065 -3.756 0.0 0.0 0.0
H -2.826 2.977 -2.943 0.0 0.0 0.0
H -1.740 2.626 -4.293 0.0 0.0 0.0
H -1.779 4.236 -3.583 0.0 0.1 0.0
H -1.538 -3.270 2.636 0.0 0.0 0.0
H 0.626 -3.984 3.543 0.0 0.0 0.0
H 2.677 -2.627 2.952 0.0 0.0 0.0
H 2.386 -0.679 1.504 -0.1 0.0 0.0
H -3.298 -4.429 1.755 0.0 0.0 0.0
H -1.781 -4.723 0.895 0.0 0.0 0.0
H -3.316 -5.004 0.096 0.0 0.0 0.0
H -5.298 -2.382 0.354 0.0 0.0 0.1
H -4.913 -2.984 -1.249 0.0 0.0 0.0
H -4.737 -1.270 -0.897 0.0 0.0 0.0
H -0.732 -2.641 -1.357 0.0 0.0 0.0
H -2.117 -2.166 -2.337 0.0 0.1 -0.1
H -1.880 -3.853 -1.915 0.0 -0.1 0.0
H -5.458 -0.337 1.623 0.0 0.0 -0.1
H -4.525 1.148 1.687 0.0 0.0 0.0
H -5.210 0.482 3.154 0.0 0.0 0.1
H -4.644 -2.989 2.630 0.0 0.0 0.0
H -4.735 -2.083 4.125 0.0 0.0 0.1
H -3.339 -3.094 3.820 0.0 -0.1 0.0
H -1.568 0.669 3.691 0.0 0.1 0.0
H -1.548 -0.937 4.405 0.0 0.0 0.0
H -2.842 0.179 4.807 0.0 0.0 0.0
C 2.097 2.008 3.192 0.0 0.0 0.0
As 2.242 2.166 1.256 0.1 -0.1 0.1
C 2.683 4.054 1.106 0.0 0.0 0.0
C 3.995 1.362 0.924 0.0 0.1 0.1
C 5.065 1.688 1.756 0.0 0.0 0.0
C 6.314 1.127 1.556 0.0 0.0 0.0
C 6.507 0.231 0.513 0.0 0.0 0.0
C 5.450 -0.094 -0.319 0.0 0.0 0.0
C 4.186 0.463 -0.128 0.0 0.0 -0.1
As 2.698 -0.023 -1.323 0.0 -0.2 0.2
C 3.542 0.367 -3.027 0.0 0.0 0.0
C 2.811 -1.974 -1.282 0.1 0.0 0.0
H 2.914 2.525 3.694 0.0 0.0 0.0
H 2.104 0.956 3.475 0.0 0.0 0.0
H 1.151 2.450 3.506 0.0 0.0 0.0
H 3.597 4.251 1.665 0.0 0.0 0.0
H 1.868 4.651 1.514 0.0 0.0 0.0
H 2.829 4.317 0.060 0.0 0.0 0.0
H 4.927 2.387 2.574 0.0 0.0 0.0
H 7.134 1.385 2.211 0.0 0.0 0.0
H 7.480 -0.211 0.349 0.0 0.0 0.0
H 5.617 -0.794 -1.131 0.0 0.0 0.0
H 4.406 -0.287 -3.144 0.0 0.0 0.0
H 3.867 1.405 -3.052 0.0 0.0 0.0
H 2.830 0.187 -3.827 0.0 0.0 0.0
H 3.143 -2.340 -2.253 0.0 0.0 0.0
H 1.824 -2.381 -1.070 0.0 0.0 0.0
H 3.518 -2.294 -0.518 0.0 0.0 0.0
```
Positions in Å, forces in eV/Å.

Spin multiplicity ... 2
Net charge ... +1
Molecular weight ... 886.21 g/mol
E ... -233525.120 eV

Atom charges from the Löwdin analysis, given in e for atoms 1 to 8: -0.08, -0.30, 1.48, -0.50, -0.46, -0.09, -0.05, -0.05